Record 1
Computed, not measured: the molecule C4H4N2O, with wB97M-V/def2-TZVPD.

The frontier orbital gap comes out at 8.478 eV. As for the molar mass: 96.1 g/mol. The HOMO energy is -8.00 eV. As for the SMILES: O=C=C1C=NCN1. Its LUMO energy is 0.482 eV.

Each line ends with the Mulliken charge.
Geometry (Å):
O (0.9380, -0.0213, -3.1722)  -0.41
N (-1.1100, -0.6539, 0.9811)  -0.53
N (0.5461, 0.8816, 0.2536)  -0.42
C (0.1287, 0.0250, -0.8175)  0.20
C (-0.9469, -0.8084, -0.2734)  -0.20
C (0.5449, 0.0382, -2.0700)  0.50
C (-0.1132, 0.2946, 1.4488)  -0.35
H (-1.5645, -1.4819, -0.8641)  0.40
H (-0.5850, 1.0666, 2.0668)  0.25
H (0.6087, -0.2335, 2.0895)  0.28
H (1.5533, 0.8929, 0.3574)  0.28

---

Record 2
Computed, not measured: the molecule C4H4N2O at a distorted geometry, with wB97M-V/def2-TZVPD.

The frontier orbital gap (spin up / spin down) comes out at 8.466 / 6.906 eV. As for the molar mass: 96.1 g/mol. The HOMO energy (spin up / spin down) is -10.07 / -9.44 eV. Its LUMO energy (spin up / spin down) is -1.606 / -2.539 eV.

Each line ends with the Mulliken charge.
Geometry (Å):
O (1.5759, -0.3369, 0.1252)  -0.37
N (0.0578, -1.4724, 1.5190)  -0.61
N (1.1694, 0.0298, -2.4676)  -0.45
C (-0.5940, 0.0506, -0.3504)  0.37
C (0.4107, -0.6365, 0.6489)  0.39
C (0.8496, 0.0095, -1.3436)  0.19
C (-0.8920, 1.3181, 0.1306)  -0.74
H (-0.1116, 1.9308, 0.5677)  0.31
H (0.8315, -2.0663, 1.8222)  0.28
H (-1.4020, -0.5543, -0.7477)  0.35
H (-1.8953, 1.7274, 0.0957)  0.28

---

Record 3
Computed, not measured: the molecule C4H4N2O at a distorted geometry, with wB97M-V/def2-TZVPD.

The frontier orbital gap comes out at 9.282 eV. As for the molar mass: 96.1 g/mol. The HOMO energy is -9.39 eV. As for the SMILES: C#C/C=N\NC=O. Its LUMO energy is -0.105 eV.

Each line ends with the Mulliken charge.
Geometry (Å):
O (-2.8296, 0.2055, -0.0805)  -0.49
N (-0.6091, -0.4318, 0.0202)  0.24
N (-0.1139, 0.7335, -0.0882)  -0.49
C (2.1444, 0.1608, 0.1084)  -0.17
C (1.0954, 1.0776, 0.1063)  -0.13
C (-1.9380, -0.6427, 0.0458)  0.10
C (2.8794, -0.8041, -0.1376)  -0.14
H (1.2912, 2.1867, -0.0013)  0.32
H (3.5503, -1.7162, -0.0584)  0.35
H (-2.2199, -1.7656, 0.3518)  0.23
H (-0.0108, -1.2104, 0.0906)  0.20

---

Record 4
Computed, not measured: the molecule C4H4N2O at a distorted geometry, with wB97M-V/def2-TZVPD.

The frontier orbital gap comes out at 9.669 eV. As for the molar mass: 96.1 g/mol. The HOMO energy is -9.84 eV. As for the SMILES: O=c1ccnc[nH]1. Its LUMO energy is -0.173 eV.

Each line ends with the Mulliken charge.
Geometry (Å):
O (2.0860, -1.4097, 0.1977)  -0.52
N (-1.3369, 0.7077, -0.4522)  -0.51
N (-0.2498, -1.3247, 0.2032)  -0.34
C (1.0490, 0.7167, -0.0056)  -0.31
C (-0.1214, 1.3476, -0.2278)  -0.09
C (1.0851, -0.7350, 0.1396)  0.40
C (-1.3092, -0.5588, -0.2935)  -0.08
H (1.9869, 1.2533, 0.0798)  0.37
H (-0.7488, -1.3207, 1.1206)  0.32
H (-2.1958, -1.1707, -0.4468)  0.39
H (-0.1734, 2.4295, -0.2849)  0.38

---

Record order is preserved below.
Energy above the lowest of the compared OMol25 structures with the same formula, charge and spin: 44.4, 127.1, 90.1, 31.2 kcal/mol